No. 1
71
Properties=species:S:1:pos:R:3:lowdin_spin:R:1 method="wB97M-V/def2-TZVPD" homo_ev="-7.6 / -7.6" spin_multiplicity=3 max_force_ha_per_bohr=0.042 s2=2.00 energy_ha=-1886.8532 orbital_gap_ev="6.959 / 6.913" lumo_ha="-0.024 / -0.024" mol_weight_g_mol=528.788
Pd -0.109 0.045 -0.049 1.605
C 0.719 0.182 3.351 0.012
O 0.999 0.292 2.000 0.085
H -0.048 -0.588 3.439 0.000
H 1.578 0.024 4.002 0.005
H 0.188 1.082 3.660 0.000
C 2.352 -1.904 -1.251 0.013
O 1.604 -0.757 -1.110 0.087
H 2.816 -2.291 -0.343 0.000
H 1.736 -2.665 -1.730 0.000
H 3.200 -1.715 -1.909 0.006
O -1.494 4.201 2.706 0.000
H -1.720 4.804 3.414 0.000
H -0.544 4.103 2.768 0.000
O 0.317 0.581 -4.283 0.000
H 1.103 0.758 -4.801 0.000
H 0.649 0.276 -3.439 0.000
O -1.950 0.879 0.687 0.040
H -2.510 1.645 0.559 0.003
H -2.256 0.492 1.507 0.000
O -0.147 -5.204 -0.108 0.000
H -0.358 -6.125 -0.259 0.000
H -0.992 -4.790 0.069 0.000
O 1.145 3.292 1.738 -0.001
H 0.322 3.607 1.363 0.000
H 1.005 2.355 1.870 -0.001
O 3.461 1.391 -2.358 0.000
H 4.250 0.888 -2.559 0.000
H 2.850 0.748 -1.999 0.000
O 2.747 -2.548 2.277 0.000
H 2.839 -2.508 1.325 0.000
H 2.241 -1.767 2.503 0.000
O -3.430 0.119 3.180 0.000
H -3.806 -0.759 3.241 0.000
H -2.840 0.179 3.931 0.000
O -0.834 -2.046 0.830 0.039
H -1.305 -2.538 0.158 0.000
H -1.188 -2.372 1.658 0.001
O -3.944 0.133 -2.248 0.001
H -4.660 -0.467 -2.454 0.000
H -3.847 0.671 -3.034 0.000
O -2.646 -3.732 -0.990 0.001
H -3.590 -3.850 -1.098 0.000
H -2.300 -3.735 -1.882 0.000
O 0.901 -3.952 -3.874 0.000
H 1.269 -4.835 -3.836 0.000
H 1.288 -3.498 -3.126 0.000
O -0.101 1.982 -1.108 0.053
H -0.539 2.277 -1.906 0.003
H 0.668 2.546 -1.033 0.000
O -3.676 3.079 1.624 0.001
H -2.967 3.460 2.142 0.000
H -4.421 3.046 2.223 0.000
O -1.375 -0.834 -1.682 0.040
H -1.346 -1.629 -2.215 0.003
H -2.293 -0.565 -1.701 0.001
O -1.849 -2.964 3.227 0.001
H -2.642 -3.499 3.174 0.000
H -1.331 -3.373 3.921 0.000
O 1.849 3.733 -1.413 0.001
H 2.712 3.340 -1.539 0.000
H 1.971 4.656 -1.638 0.000
O 3.619 0.319 0.939 0.000
H 2.819 0.462 1.445 0.000
H 3.312 0.008 0.088 0.000
O 4.864 2.871 0.982 0.000
H 4.384 2.078 0.742 0.000
H 5.193 2.694 1.864 0.000
O -1.231 2.876 -3.518 0.001
H -1.592 3.349 -4.269 0.000
H -1.088 1.987 -3.841 0.000

=====

No. 2
8
Properties=species:S:1:pos:R:3:nbo_charge:R:1 method="wB97M-V/def2-TZVPD" homo_ev=-8.4 max_force_ha_per_bohr=0.050 energy_ha=-908.1458 orbital_gap_ev=7.654 lumo_ha=-0.028 mol_weight_g_mol=96.180 e_above_lowest_kcal_mol=66.1
N 2.048 -0.110 0.122 -0.985
N -1.395 0.815 -0.274 -0.905
S 0.284 0.792 0.050 0.718
S -2.527 -0.231 0.133 0.309
H 1.960 -1.033 0.526 0.352
H 2.390 -0.190 -0.825 0.356
H 0.217 0.523 1.373 0.072
H -2.978 -0.567 -1.107 0.083

=====

No. 3
70
Properties=species:S:1:pos:R:3:nbo_charge:R:1 method="wB97M-V/def2-TZVPD" homo_ev=-10.5 max_force_ha_per_bohr=0.003 energy_ha=-2765.6892 orbital_gap_ev=7.406 lumo_ha=-0.115 charge=+1 mol_weight_g_mol=754.781 e_above_lowest_kcal_mol=2.0
Au 1.814 -1.625 0.733 1.112
C -2.799 1.478 -1.533 -0.642
C -3.554 1.462 -0.232 -0.039
C -4.943 1.450 -0.201 -0.199
C -5.635 1.414 1.003 -0.189
C -4.945 1.394 2.204 -0.208
C -3.557 1.413 2.194 -0.232
C -2.873 1.447 0.988 0.168
N -1.437 1.439 1.001 -0.656
C -0.726 0.312 0.672 0.662
N -1.374 -0.863 0.925 -0.637
C -1.097 -2.154 0.416 0.172
C 0.181 -2.694 0.279 -0.231
C 0.346 -3.988 -0.201 -0.255
C -0.755 -4.751 -0.548 -0.211
C -2.026 -4.214 -0.416 -0.193
C -2.218 -2.925 0.059 -0.048
C -3.609 -2.363 0.191 -0.647
N 0.467 0.329 0.190 -0.679
C 1.141 1.548 -0.047 0.111
C 1.366 1.936 -1.369 -0.237
C 2.096 3.074 -1.662 -0.199
C 2.621 3.837 -0.627 -0.219
C 2.400 3.453 0.685 -0.191
C 1.663 2.314 1.005 -0.049
C 1.443 1.943 2.448 -0.650
H -3.490 1.483 -2.375 0.227
H -2.150 0.602 -1.626 0.214
H -2.160 2.360 -1.614 0.227
H -5.492 1.466 -1.135 0.218
H -6.717 1.404 0.999 0.227
H -5.480 1.369 3.144 0.228
H -2.989 1.404 3.116 0.231
H -0.977 2.300 0.738 0.415
H -2.304 -0.749 1.295 0.422
H 1.341 -4.400 -0.301 0.230
H -0.623 -5.759 -0.916 0.226
H -2.893 -4.805 -0.685 0.219
H -4.340 -3.064 -0.207 0.235
H -3.716 -1.418 -0.346 0.222
H -3.879 -2.176 1.235 0.221
H 0.948 1.324 -2.160 0.203
H 2.257 3.367 -2.692 0.217
H 3.198 4.727 -0.842 0.223
H 2.811 4.049 1.493 0.217
H 2.346 2.128 3.032 0.225
H 1.165 0.895 2.564 0.225
H 0.641 2.541 2.887 0.231
S 1.806 -2.075 3.039 -0.076
C 3.197 -1.010 2.965 0.077
C 3.990 -0.539 4.003 -0.267
C 5.010 0.339 3.689 -0.119
C 5.222 0.739 2.371 -0.275
C 4.400 0.229 1.389 0.076
N 3.428 -0.633 1.694 -0.571
H 3.796 -0.853 5.019 0.245
H 5.646 0.723 4.476 0.235
H 6.011 1.430 2.113 0.240
H 4.497 0.496 0.344 0.225
S 2.800 -1.679 -1.515 -0.105
C 1.688 -1.406 -2.748 -0.037
N 2.099 -1.089 -3.971 -0.555
C 1.107 -1.161 -5.039 -0.228
C -0.217 -0.875 -4.349 -0.538
S -0.034 -1.558 -2.668 0.399
H 3.089 -1.044 -4.163 0.430
H 1.116 -2.158 -5.487 0.214
H 1.331 -0.424 -5.807 0.232
H -1.054 -1.364 -4.842 0.255
H -0.414 0.194 -4.274 0.229

=====

No. 4
140
Properties=species:S:1:pos:R:3:lowdin_charge:R:1 method="wB97M-V/def2-TZVPD" homo_ev=-8.4 max_force_ha_per_bohr=0.055 energy_ha=-2397.5862 orbital_gap_ev=8.935 smiles=CC1(C)CCCC(C)(C)N1O.CC1(C)CCCC(C)(C)N1O.CC1(C)CCCC(C)(C)N1O.CC1(C)CCCC(C)(C)N1O.OCCO.OCCO lumo_ha=0.019 mol_weight_g_mol=753.164 e_above_lowest_kcal_mol=7.7
C 0.377 5.804 -1.025 -0.021
C 0.872 4.472 -0.433 -0.503
C -0.310 3.894 0.285 -0.060
C 1.274 3.499 -1.502 -0.154
C 2.591 3.905 -2.164 -0.143
C 3.655 3.877 -1.033 -0.128
C 3.382 4.957 0.033 -0.543
C 4.372 4.658 1.164 -0.030
C 3.603 6.329 -0.542 -0.021
N 2.062 4.587 0.551 -0.086
O 1.560 5.406 1.584 -0.026
H -0.525 5.578 -1.573 0.090
H 0.208 6.486 -0.186 0.092
H 1.160 6.211 -1.650 0.049
H 0.001 3.316 1.156 0.063
H -1.069 4.612 0.687 0.105
H -0.908 3.286 -0.413 0.087
H 1.225 2.485 -1.062 0.112
H 0.542 3.447 -2.355 0.137
H 2.811 3.242 -3.004 0.112
H 2.549 4.899 -2.557 0.092
H 4.647 4.069 -1.469 0.122
H 3.606 2.969 -0.481 0.094
H 4.311 3.683 1.602 0.045
H 4.295 5.415 1.987 0.100
H 5.349 4.708 0.663 0.092
H 4.449 6.319 -1.304 0.118
H 3.835 7.066 0.204 0.078
H 2.721 6.705 -1.025 0.048
H 1.483 4.769 2.324 0.110
C 1.540 1.389 2.492 -0.003
C 2.784 0.526 2.966 -0.488
C 3.802 0.529 1.781 -0.009
C 3.375 1.226 4.156 -0.120
C 2.379 1.176 5.403 -0.149
C 2.026 -0.306 5.656 -0.163
C 1.574 -1.114 4.446 -0.464
C 1.810 -2.603 4.864 -0.035
C 0.003 -0.927 4.261 0.005
N 2.460 -0.848 3.287 -0.070
O 1.922 -1.463 2.131 -0.043
H 0.920 0.787 1.850 0.043
H 0.882 1.738 3.292 0.072
H 1.802 2.248 1.914 0.052
H 3.387 0.037 0.903 0.074
H 4.058 1.536 1.552 0.040
H 4.756 0.003 2.001 0.099
H 4.254 0.682 4.516 0.121
H 3.689 2.247 3.935 0.117
H 2.820 1.604 6.331 0.110
H 1.474 1.825 5.267 0.102
H 1.293 -0.443 6.453 0.121
H 2.928 -0.747 6.085 0.114
H 1.349 -3.313 4.191 0.077
H 1.495 -2.649 5.898 0.073
H 2.900 -2.809 4.964 0.095
H -0.384 0.082 4.298 0.063
H -0.512 -1.465 5.035 0.085
H -0.137 -1.219 3.261 0.039
H 2.508 -2.190 1.923 0.119
C -5.773 -1.592 1.847 -0.024
C -4.929 -1.072 0.702 -0.483
C -4.428 -2.236 -0.243 0.003
C -5.775 -0.076 -0.123 -0.131
C -6.119 1.252 0.560 -0.194
C -4.802 1.850 0.913 -0.145
C -3.924 0.938 1.808 -0.491
C -2.561 1.607 1.998 -0.026
C -4.540 0.838 3.227 -0.017
N -3.713 -0.311 1.060 -0.138
O -3.007 -1.224 1.813 -0.036
H -6.542 -0.916 2.217 0.078
H -6.256 -2.441 1.369 0.084
H -5.180 -2.055 2.642 0.091
H -5.329 -2.619 -0.745 0.093
H -3.721 -1.766 -0.926 0.070
H -3.981 -2.993 0.347 0.069
H -5.336 0.218 -1.064 0.105
H -6.725 -0.589 -0.386 0.132
H -6.740 1.931 -0.092 0.130
H -6.818 1.134 1.396 0.099
H -4.935 2.829 1.466 0.144
H -4.205 2.050 0.013 0.119
H -2.821 2.482 2.582 0.079
H -2.112 1.894 1.051 0.059
H -1.898 1.017 2.636 0.078
H -5.622 0.876 3.265 0.069
H -4.085 1.687 3.749 0.077
H -4.173 -0.069 3.721 0.086
H -2.057 -1.140 1.588 0.082
C 3.427 -3.550 -5.113 -0.043
C 2.460 -3.464 -3.933 -0.480
C 2.876 -2.343 -2.928 -0.018
C 1.029 -3.200 -4.491 -0.114
C -0.058 -3.374 -3.397 -0.162
C 0.003 -4.795 -2.860 -0.125
C 1.393 -5.186 -2.281 -0.529
C 1.592 -4.517 -0.897 -0.033
C 1.457 -6.647 -2.014 -0.059
N 2.414 -4.830 -3.293 -0.074
O 3.739 -5.221 -2.857 -0.036
H 3.207 -4.460 -5.694 0.097
H 3.396 -2.634 -5.702 0.083
H 4.454 -3.518 -4.749 0.074
H 3.934 -2.439 -2.689 0.082
H 2.886 -1.390 -3.446 0.078
H 2.241 -2.253 -2.052 0.049
H 1.002 -2.174 -4.889 0.123
H 0.785 -3.866 -5.296 0.109
H 0.141 -2.673 -2.603 0.071
H -1.078 -3.190 -3.787 0.103
H -0.178 -5.536 -3.621 0.108
H -0.707 -5.020 -2.034 0.133
H 2.643 -4.292 -0.790 0.073
H 1.264 -5.122 -0.068 0.074
H 1.137 -3.518 -0.787 0.063
H 2.390 -6.964 -1.562 0.083
H 1.253 -7.197 -2.949 0.099
H 0.733 -6.870 -1.228 0.088
H 3.924 -6.085 -3.239 0.097
O -0.364 -1.140 0.396 -0.084
C 0.003 0.014 -0.436 -0.211
C -0.967 0.130 -1.528 -0.287
O -2.229 0.611 -1.196 -0.078
H 0.302 -1.150 1.095 0.027
H 0.019 0.901 0.170 0.078
H 0.986 -0.245 -0.783 0.116
H -0.955 -0.886 -1.995 0.103
H -0.646 0.821 -2.295 0.121
H -2.663 0.098 -0.449 0.065
O -2.558 -1.585 -5.622 -0.057
C -2.902 -0.722 -4.558 -0.244
C -4.404 -0.655 -4.209 -0.195
O -4.937 -1.883 -3.627 -0.060
H -2.846 -2.456 -5.376 0.068
H -2.388 -0.987 -3.614 0.090
H -2.543 0.243 -4.940 0.130
H -4.863 -0.487 -5.149 0.100
H -4.648 0.221 -3.618 0.106
H -4.333 -2.202 -2.984 0.024

=====

No. 5
38
Properties=species:S:1:pos:R:3:nbo_charge:R:1 method="wB97M-V/def2-TZVPD" homo_ev=-7.8 max_force_ha_per_bohr=0.016 energy_ha=-1795.2761 orbital_gap_ev=8.217 smiles="COc1ccc(OC[C@H](O)CNC(=O)c2sccc2Cl)cc1" lumo_ha=0.014 mol_weight_g_mol=341.816 e_above_lowest_kcal_mol=0.0
C 3.010 -2.895 -1.025 -0.249
O 2.636 -1.825 -1.855 -0.496
C 2.102 -0.711 -1.277 0.287
C 1.751 0.323 -2.147 -0.225
C 1.201 1.487 -1.666 -0.236
C 0.983 1.658 -0.299 0.340
O 0.469 2.876 0.086 -0.529
C -0.348 2.959 1.226 -0.074
C -1.829 3.161 0.850 0.073
O -2.546 3.070 2.064 -0.727
C -2.321 2.118 -0.163 -0.251
N -2.092 0.781 0.323 -0.624
C -1.606 -0.194 -0.482 0.656
O -1.491 -0.055 -1.683 -0.601
C -1.235 -1.441 0.208 -0.337
S -1.216 -1.591 1.936 0.440
C -0.645 -3.205 1.847 -0.381
C -0.472 -3.618 0.567 -0.279
C -0.803 -2.610 -0.373 -0.036
Cl -0.659 -2.844 -2.054 0.078
C 1.349 0.641 0.568 -0.299
C 1.899 -0.537 0.084 -0.300
H 2.156 -3.291 -0.465 0.173
H 3.800 -2.604 -0.324 0.173
H 3.390 -3.667 -1.693 0.200
H 1.908 0.181 -3.204 0.227
H 0.924 2.284 -2.337 0.222
H -0.282 2.072 1.860 0.179
H -0.020 3.823 1.813 0.196
H -1.952 4.157 0.399 0.170
H -3.473 3.274 1.898 0.476
H -1.787 2.220 -1.111 0.248
H -3.392 2.277 -0.349 0.189
H -2.191 0.640 1.317 0.401
H -0.474 -3.753 2.752 0.243
H -0.130 -4.595 0.281 0.239
H 1.223 0.742 1.636 0.215
H 2.164 -1.308 0.791 0.221

=====

No. 6
155
Properties=species:S:1:pos:R:3:lowdin_charge:R:1 method="wB97M-V/def2-TZVPD" homo_ev=-10.5 max_force_ha_per_bohr=0.030 energy_ha=-3558.6810 orbital_gap_ev=6.801 lumo_ha=-0.137 charge=+1 mol_weight_g_mol=908.248 e_above_lowest_kcal_mol=8.0
C 2.904 0.161 3.154 -0.101
O 2.367 0.846 2.054 -0.172
C 0.966 0.732 1.992 -0.255
C 0.480 1.426 0.743 -0.129
C -1.041 1.369 0.501 -0.173
C -1.830 0.231 1.141 -0.184
C -2.225 0.509 2.611 -0.160
C -1.824 -0.581 3.612 -0.175
C -2.861 -1.699 3.682 -0.093
N -2.649 -2.710 2.632 -0.022
C -3.378 -2.780 1.586 0.028
C -3.015 -3.886 0.701 -0.126
C -1.678 -4.448 1.287 -0.573
S -0.293 -4.033 0.187 0.816
C -1.603 -3.742 2.666 -0.356
P 0.140 -3.305 3.141 0.706
N 1.085 -4.543 3.101 -0.259
H 3.982 0.268 3.135 0.095
H 2.655 -0.905 3.120 0.075
H 2.518 0.568 4.094 0.084
H 0.529 1.197 2.885 0.111
H 0.702 -0.334 1.969 0.075
H 1.016 1.027 -0.114 0.118
H 0.753 2.475 0.837 0.111
H -1.201 1.323 -0.572 0.092
H -1.480 2.307 0.837 0.110
H -1.322 -0.733 1.046 0.095
H -2.747 0.150 0.552 0.080
H -3.301 0.657 2.691 0.113
H -1.747 1.438 2.916 0.094
H -1.764 -0.141 4.607 0.128
H -0.830 -0.963 3.397 0.042
H -3.838 -1.266 3.483 0.128
H -2.930 -2.193 4.648 0.139
H -4.195 -2.098 1.402 0.145
H -3.792 -4.649 0.862 0.154
H -3.076 -3.681 -0.361 0.092
H -1.827 -5.514 1.401 0.108
H -0.964 -3.996 -0.967 -0.118
H -1.863 -4.455 3.451 0.141
H 0.076 -2.726 4.419 0.027
H 0.526 -2.274 2.273 -0.025
H 0.636 -5.413 2.845 -0.015
C 3.355 -3.325 0.461 -0.137
O 4.719 -2.970 0.542 -0.185
C 5.603 -4.037 0.224 -0.196
C 6.172 -3.897 -1.166 -0.200
O 5.169 -4.048 -2.160 -0.188
C 4.742 -2.822 -2.719 -0.115
H 2.782 -2.402 0.568 0.076
H 3.108 -3.783 -0.502 0.081
H 3.073 -4.008 1.271 0.063
H 5.095 -5.000 0.328 0.121
H 6.422 -4.008 0.948 0.129
H 6.915 -4.684 -1.325 0.128
H 6.674 -2.930 -1.272 0.127
H 5.525 -2.385 -3.347 0.090
H 4.458 -2.103 -1.946 0.080
H 3.874 -3.033 -3.343 0.086
C -6.519 -2.332 0.031 -0.103
O -5.401 -2.191 -0.830 -0.229
C -5.395 -3.128 -1.906 -0.194
C -5.848 -2.492 -3.199 -0.197
O -7.208 -2.119 -3.136 -0.176
C -7.415 -0.729 -2.947 -0.095
H -6.523 -1.459 0.685 0.093
H -7.460 -2.372 -0.517 0.095
H -6.407 -3.238 0.642 0.088
H -6.030 -3.985 -1.667 0.134
H -4.367 -3.488 -2.030 0.111
H -5.737 -3.222 -4.006 0.134
H -5.218 -1.628 -3.435 0.118
H -7.136 -0.170 -3.846 0.096
H -6.845 -0.348 -2.095 0.071
H -8.476 -0.581 -2.759 0.094
C 3.977 2.306 -2.124 -0.107
O 2.998 3.053 -1.424 -0.204
C 3.549 3.921 -0.445 -0.203
C 3.559 5.353 -0.927 -0.205
O 4.446 5.538 -2.015 -0.179
C 3.789 5.571 -3.268 -0.106
H 3.476 1.806 -2.951 0.087
H 4.764 2.950 -2.523 0.087
H 4.425 1.548 -1.473 0.088
H 4.559 3.604 -0.172 0.130
H 2.920 3.851 0.450 0.115
H 3.894 6.003 -0.112 0.128
H 2.544 5.654 -1.207 0.117
H 3.192 6.486 -3.368 0.084
H 3.141 4.701 -3.405 0.081
H 4.555 5.567 -4.041 0.093
C 3.281 -9.652 0.239 -0.115
O 3.830 -10.411 1.297 -0.189
C 5.250 -10.399 1.322 -0.203
C 5.781 -9.463 2.382 -0.204
O 5.479 -8.109 2.081 -0.192
C 4.398 -7.593 2.832 -0.112
H 2.205 -9.598 0.401 0.085
H 3.689 -8.637 0.215 0.081
H 3.466 -10.136 -0.726 0.090
H 5.647 -10.118 0.343 0.127
H 5.585 -11.416 1.546 0.127
H 6.870 -9.557 2.426 0.127
H 5.377 -9.737 3.361 0.127
H 4.686 -7.458 3.880 0.091
H 3.521 -8.244 2.779 0.084
H 4.141 -6.621 2.412 0.074
C -2.111 3.113 -3.891 -0.097
O -3.136 2.135 -3.965 -0.177
C -2.868 0.968 -3.215 -0.202
C -3.646 0.949 -1.920 -0.200
O -3.210 1.958 -1.023 -0.247
C -4.063 3.089 -0.983 -0.079
H -2.487 4.015 -4.367 0.091
H -1.845 3.340 -2.856 0.084
H -1.217 2.778 -4.428 0.092
H -1.796 0.875 -3.009 0.125
H -3.172 0.109 -3.823 0.121
H -3.491 -0.016 -1.421 0.108
H -4.717 1.052 -2.124 0.120
H -5.014 2.843 -0.497 0.091
H -4.260 3.478 -1.984 0.090
H -3.559 3.856 -0.398 0.090
C -1.843 5.085 6.621 -0.107
O -0.456 5.174 6.360 -0.182
C 0.151 3.933 6.053 -0.205
C 0.400 3.788 4.570 -0.196
O -0.815 3.704 3.835 -0.216
C -1.159 4.915 3.181 -0.098
H -2.227 6.101 6.688 0.092
H -2.371 4.559 5.820 0.081
H -2.029 4.577 7.572 0.090
H -0.466 3.103 6.414 0.124
H 1.111 3.895 6.576 0.130
H 0.959 2.862 4.391 0.109
H 1.007 4.622 4.209 0.132
H -0.480 5.111 2.345 0.089
H -1.137 5.761 3.871 0.088
H -2.170 4.801 2.793 0.087
C -0.019 7.646 -3.370 -0.109
O 0.727 7.666 -4.571 -0.192
C 0.572 6.495 -5.355 -0.210
C -0.359 6.719 -6.523 -0.204
O -1.692 6.946 -6.094 -0.196
C -2.075 8.309 -6.134 -0.107
H 0.045 8.639 -2.929 0.092
H -1.070 7.405 -3.553 0.083
H 0.400 6.919 -2.664 0.077
H 0.210 5.666 -4.738 0.118
H 1.563 6.227 -5.737 0.125
H -0.364 5.821 -7.149 0.126
H -0.001 7.555 -7.132 0.129
H -2.178 8.653 -7.168 0.090
H -1.354 8.945 -5.614 0.085
H -3.041 8.390 -5.641 0.089